Density functional theory data (ωB97M-V/def2-TZVPD) for a 2-piece molecular cluster, C15H23N6O4P overall in a non-equilibrium geometry.

Bonds (Å) are listed after each position.
Element x y z (Å)
1 C 0.42046 0.67680 -3.79819  C2 1.516, H15 1.101, H16 1.097, H17 1.095
2 C 1.20901 -0.36240 -3.02629  C1 1.516, C3 1.527, C4 1.532, N5 1.487
3 C 1.85249 -1.42667 -3.91176  C2 1.527, H18 1.100, H19 1.099, H20 1.094
4 C 2.23542 0.44180 -2.22273  C2 1.532, H21 1.096, H22 1.099, H23 1.103
5 N 0.30785 -1.06717 -2.07689  C2 1.487, P6 1.707, C14 1.380
6 P 0.89756 -2.26292 -1.01064  N5 1.707, N8 1.707
7 H 0.42162 2.06903 1.44657  C38 1.061
8 N -0.62145 -2.20264 -0.23354  P6 1.707, C9 1.485, C13 1.381
9 C -0.85261 -2.91121 1.05038  N8 1.485, C10 1.516, C11 1.531, C12 1.528
10 C -2.27088 -2.65768 1.52238  C9 1.516, H24 1.096, H25 1.098, H26 1.102
11 C 0.04034 -2.28781 2.12680  C9 1.531, H27 1.095, H28 1.103, H29 1.099
12 C -0.54452 -4.38916 0.81533  C9 1.528, H30 1.100, H31 1.094, H32 1.099
13 C -1.61311 -1.75044 -1.08181  N8 1.381, C14 1.375, H33 1.080
14 C -1.06939 -1.08671 -2.15647  N5 1.380, C13 1.375, H34 1.081
15 H 0.08383 1.44837 -3.08885  C1 1.101
16 H 1.07900 1.16632 -4.52634  C1 1.097
17 H -0.43879 0.25772 -4.33232  C1 1.095
18 H 2.46614 -2.14234 -3.34482  C3 1.100
19 H 1.09818 -1.97823 -4.49048  C3 1.099
20 H 2.50586 -0.92377 -4.63019  C3 1.094
21 H 2.78782 -0.14811 -1.48293  C4 1.096
22 H 2.95651 0.86208 -2.93817  C4 1.099
23 H 1.74172 1.28808 -1.71553  C4 1.103
24 H -3.02701 -2.94473 0.78277  C10 1.096
25 H -2.45600 -3.22036 2.44736  C10 1.098
26 H -2.36589 -1.58591 1.75972  C10 1.102
27 H 1.09959 -2.23726 1.85476  C11 1.095
28 H -0.31361 -1.27429 2.37878  C11 1.103
29 H -0.05496 -2.90184 3.03324  C11 1.099
30 H 0.50213 -4.56832 0.52644  C12 1.100
31 H -0.72999 -4.92749 1.74946  C12 1.094
32 H -1.20905 -4.82403 0.05542  C12 1.099
33 H -2.66187 -1.85136 -0.84657  C13 1.080
34 H -1.60586 -0.56544 -2.93668  C14 1.081
35 O 0.20764 3.07243 -1.01474  N36 1.280
36 N 0.62099 4.04405 -0.29144  O35 1.280, C37 1.426, O47 1.244
37 C 0.21261 4.03489 1.07441  N36 1.426, C38 1.518, C46 1.398
38 C -0.41703 2.71788 1.49066  H7 1.061, C37 1.518, C39 1.469, H48 1.102
39 C -0.80567 2.74599 2.90737  C38 1.469, N40 1.362, C44 1.413
40 N -1.31006 1.70170 3.62121  C39 1.362, O41 1.226, O42 1.450
41 O -1.83540 0.62613 3.35431  N40 1.226
42 O -1.05670 2.04343 5.00784  N40 1.450, N43 1.403
43 N -0.37102 3.26364 5.10985  O42 1.403, C44 1.387
44 C -0.15311 3.63476 3.79176  C39 1.413, N43 1.387, N45 1.330
45 N 0.61822 4.63709 3.38144  C44 1.330, C46 1.356
46 C 0.80965 4.83345 2.05381  C37 1.398, N45 1.356, H49 1.094
47 O 1.33574 4.95969 -0.73770  N36 1.244
48 H -1.21548 2.34766 0.82775  C38 1.102
49 H 1.48910 5.62529 1.72524  C46 1.094

Output
Kohn-Sham gap ... 0.1552 hartree
Total charge ... 0
E_LUMO ... -2.3 eV


Density functional theory data (ωB97M-V/def2-TZVPD) for a 11-piece molecular cluster, H22O11 overall in a non-equilibrium geometry.

Bonds (Å) are listed after each position.
Element x y z (Å)
1 H -0.59318 -0.77382 0.49817  O23 0.964
2 H 0.85799 -0.68495 0.05516  O23 0.964
3 H -1.50858 -0.98948 -2.48101  O24 0.964
4 H -0.28934 -1.34437 -3.31621  O24 0.964
5 H 5.34080 -2.81495 -0.43674  O25 0.964
6 H 4.10647 -2.05719 -0.89746  O25 0.964
7 H 1.23581 0.86400 3.74052  O26 0.964
8 H 2.67228 0.90165 4.23569  O26 0.964
9 H 0.36909 2.38117 -1.39952  O27 0.964
10 H 0.46480 2.11227 -2.89236  O27 0.964
11 H -2.92453 1.25299 -1.45023  O28 0.964
12 H -2.82320 2.48242 -0.56239  O28 0.964
13 H 0.54912 3.64257 0.89445  O29 0.964
14 H 1.41207 3.49818 -0.34833  O29 0.964
15 H 1.94572 0.50616 0.33048  O30 0.964
16 H 2.52737 -0.06613 1.61274  O30 0.964
17 H -4.69020 0.54470 1.78118  O31 0.964
18 H -5.84253 -0.32447 1.30503  O31 0.964
19 H -2.20722 -3.68327 2.35378  O32 0.964
20 H -3.32980 -2.95890 1.62910  O32 0.964
21 H 1.04103 -0.37781 -1.94630  O33 0.964
22 H 1.74930 -1.51517 -2.66380  O33 0.964
23 O 0.08590 -1.26069 0.01775  H1 0.964, H2 0.964
24 O -0.74914 -1.58257 -2.50330  H3 0.964, H4 0.964
25 O 4.42473 -2.63653 -0.19598  H5 0.964, H6 0.964
26 O 2.13566 1.04859 3.44865  H7 0.964, H8 0.964
27 O -0.15849 2.37608 -2.20613  H9 0.964, H10 0.964
28 O -2.88045 1.52099 -0.52545  H11 0.964, H12 0.964
29 O 1.01499 4.16054 0.22838  H13 0.964, H14 0.964
30 O 2.64888 0.64599 0.97468  H15 0.964, H16 0.964
31 O -5.09164 0.18602 0.98169  H17 0.964, H18 0.964
32 O -2.78117 -3.74998 1.58234  H19 0.964, H20 0.964
33 O 1.28743 -1.30406 -1.84459  H21 0.964, H22 0.964

Output
Energy relative to the best compared isomer or geometry (same formula, charge and spin) ... 112.5 kcal per mole
Kohn-Sham gap ... 0.3538 hartree
Total charge ... 0
Structure (SMILES) ... O.O.O.O.O.O.O.O.O.O.O
E_LUMO ... -0.2 eV